No. 1
68
Properties=species:S:1:pos:R:3:forces:R:3 method="wB97M-V/def2-TZVPD" e_above_lowest_kj_mol=1953.7 fmax_ha_per_bohr=0.237 energy_ha=-1737.34428 charge=-1
I -0.059599 -0.050129 -0.529639 -0.72 1.98 6.04
C 2.455316 0.291559 2.248699 0.88 0.61 1.73
C 1.472062 -0.732084 2.760559 -1.63 -0.11 -0.55
C 0.404332 -0.139311 3.770516 0.03 -0.38 -0.29
O -0.608619 -1.156127 4.040327 -0.66 0.70 0.95
C -1.686728 -0.783470 4.995773 2.08 -0.27 -0.48
N 0.804509 -1.366014 1.622073 0.92 -1.45 2.71
H 3.134224 0.490596 3.077900 0.32 0.18 0.12
H 2.035294 1.238715 1.910220 0.70 -1.39 1.59
H 3.057614 -0.010490 1.391905 -0.23 -0.52 0.81
H 2.040499 -1.524073 3.248129 -0.12 -0.04 0.49
H -0.107586 0.744793 3.390515 0.03 -0.73 0.22
H 0.950827 0.292172 4.609120 -0.09 -0.64 0.86
H -2.598795 -1.365529 4.863647 0.25 -0.07 -0.66
H -1.907318 0.283742 4.973590 -0.01 0.06 -0.23
H -1.312907 -1.038820 5.987311 0.00 0.17 0.23
H -0.034652 -1.833149 1.934621 -0.03 -0.44 0.10
H 0.504708 -0.744067 0.884906 1.65 -1.44 4.14
C 2.959118 -1.459725 -1.689524 -0.78 -0.14 0.49
C 3.871420 -0.792879 -0.676689 -0.82 -0.48 -1.37
O 4.254368 -1.724294 0.320168 1.09 0.55 -0.44
O 1.800779 -1.906944 -0.981255 4.47 -1.02 -1.39
H 3.424007 -2.288947 -2.222799 0.11 -0.41 0.49
H 2.687048 -0.799706 -2.513211 -0.18 0.63 0.04
H 3.322441 0.064309 -0.286870 0.38 -0.04 0.02
H 4.652197 -0.405030 -1.330960 1.05 -0.12 0.85
H 3.469605 -1.989726 0.805237 -0.52 0.02 -0.12
H 1.239797 -1.142944 -0.828962 1.88 -1.22 -0.46
C -0.831791 -2.766089 -2.461376 -0.17 -0.69 0.37
C -0.345316 -3.263436 -1.105929 0.68 -0.88 -1.19
O -1.018616 -2.640920 -0.047423 -1.26 -2.27 1.40
O -2.226169 -2.732100 -2.476847 1.31 -7.94 -6.58
H -0.388168 -3.364043 -3.257456 -0.11 -0.22 -0.15
H -0.365733 -1.784213 -2.543820 -0.22 0.48 -0.71
H 0.701491 -2.964224 -1.053379 -0.88 -1.70 -0.01
H -0.479465 -4.345134 -1.101305 -0.25 -0.06 0.64
H -0.753612 -1.719853 0.007473 -0.18 -1.82 0.65
H -2.341641 -2.181721 -1.698803 -1.71 -2.72 0.15
C -0.784844 2.617469 -4.185235 0.79 -0.60 1.65
C -0.958382 2.024462 -2.769110 -0.09 -0.87 -0.23
O -0.881369 0.576142 -2.673944 -1.35 4.03 -7.95
O -1.752143 2.251669 -5.092394 -0.99 -0.82 -1.08
H 0.185987 2.221767 -4.483594 -0.02 0.28 -0.61
H -0.812487 3.707011 -4.169666 0.70 0.26 0.59
H -1.905066 2.332419 -2.325198 -0.28 0.30 0.00
H -0.176126 2.440833 -2.134447 0.22 0.24 0.07
H -0.541925 0.398938 -1.793611 -2.31 3.04 -7.06
H -2.576519 2.644439 -4.796190 -0.17 -0.12 -0.06
C 1.031664 2.549999 0.656675 -0.27 -1.02 -0.86
C 0.154000 2.261047 1.914146 1.09 1.19 -0.83
O 0.971998 2.606833 3.084244 -1.39 -0.20 -0.41
O 1.838190 1.402981 0.235790 2.58 6.22 -0.47
H 1.631522 3.439186 0.850631 0.70 -0.42 0.29
H 0.491544 2.883970 -0.229231 -0.78 -0.20 0.16
H -0.162445 1.218515 1.947197 0.52 0.44 -0.10
H -0.788251 2.807654 1.875856 0.08 0.44 0.11
H 1.044822 3.564050 3.078343 -0.03 0.10 0.03
H 1.248305 0.672955 0.034063 2.89 1.59 1.44
C -3.516125 0.776685 -0.396869 -0.33 -1.32 -1.42
C -3.154675 -0.074506 -1.711448 -0.74 0.89 1.69
O -2.297426 -1.167766 -1.399074 -4.38 10.50 4.32
O -2.456172 1.534654 0.069663 0.01 1.87 0.26
H -3.839844 0.166550 0.446362 -0.46 -0.58 -0.29
H -4.310914 1.476180 -0.655969 -0.15 0.02 -0.04
H -2.636230 0.577267 -2.414658 -0.68 -0.32 0.26
H -4.065461 -0.415302 -2.203827 0.00 -0.50 0.28
H -1.470833 -0.868381 -1.013461 -2.10 -0.63 -0.54
H -1.685736 0.981584 0.218518 -0.31 0.03 0.34


No. 2
74
Properties=species:S:1:pos:R:3:forces:R:3 method="wB97M-V/def2-TZVPD" e_above_lowest_kj_mol=64.0 fmax_ha_per_bohr=0.076 energy_ha=-1754.68365 charge=+1
Zr 0.163834 0.144592 -0.126614 -3.06 0.31 -1.09
C -3.065628 -2.317002 -1.994651 0.39 -0.20 -1.35
C -3.006952 -1.127520 -1.051283 -0.91 -1.86 1.54
C -3.690067 -1.613983 0.280059 0.27 0.54 -1.15
O -1.757869 -0.682023 -0.712703 2.42 1.68 0.38
H -2.725366 -3.277572 -1.599065 0.06 0.22 0.57
H -2.484279 -2.191622 -2.915244 0.06 0.36 0.03
H -4.091668 -2.476416 -2.332832 -0.08 0.06 0.13
H -3.725672 -0.377819 -1.411009 0.52 0.40 -0.59
H -4.478162 -2.348714 0.115905 -0.17 0.17 -0.05
H -4.101757 -0.674833 0.649594 0.02 -0.43 1.12
H -2.887452 -2.085042 0.843300 -0.19 0.32 0.46
C 1.172649 1.087320 -4.557702 0.94 0.39 -0.01
C 0.377769 0.156472 -3.663877 -0.66 -1.21 -0.40
C 0.659925 -1.258685 -4.168178 0.08 -0.82 -0.83
O 0.541015 0.291227 -2.306950 0.70 0.67 2.43
H 1.014086 2.137940 -4.302374 -0.03 0.02 -0.04
H 0.943112 0.957178 -5.615935 -0.46 0.02 0.09
H 2.242371 0.846638 -4.539342 0.12 0.15 0.39
H -0.658247 0.335544 -3.988816 -0.35 0.08 0.53
H 0.363396 -1.282954 -5.221440 -0.07 -0.10 -0.04
H 0.120502 -2.084115 -3.700753 -0.34 0.44 0.31
H 1.699738 -1.599629 -4.181627 0.22 0.51 0.34
C 0.754944 3.071212 2.918796 -1.48 -1.68 -0.76
C -0.309299 1.919482 2.930561 1.47 -0.90 0.97
C -1.669241 2.438974 3.423081 -0.64 -0.48 -0.56
O -0.212002 1.050430 1.839694 -0.81 0.02 -2.16
H 1.639081 2.617523 2.474046 0.21 0.27 0.12
H 0.887169 3.330325 3.965658 0.19 0.70 -0.21
H 0.322092 3.804470 2.238787 0.48 0.63 0.32
H 0.040817 1.264113 3.747020 0.07 0.09 0.64
H -1.583818 3.186337 4.213009 0.37 0.40 -0.41
H -2.308775 1.705750 3.923689 0.27 -0.54 -0.34
H -2.268456 2.786733 2.578478 0.07 0.42 0.06
C 2.561398 2.558617 -0.655565 0.98 -1.23 -0.02
O 1.672917 1.870812 -0.165833 -0.47 -0.72 0.96
N 2.747799 2.628370 -1.983389 0.62 1.23 -0.24
N 3.551528 3.114206 0.127900 -0.93 -0.03 -1.21
H 3.365743 3.351702 -2.312669 0.04 -0.23 -0.28
H 2.230584 2.105976 -2.674054 -0.49 -0.15 0.50
H 3.526105 3.008974 1.123759 -0.13 0.25 0.02
H 4.209003 3.701517 -0.351642 0.29 0.07 0.54
C -1.921791 2.849240 -0.943002 0.39 -3.71 -1.16
O -0.877801 2.184933 -0.791252 0.29 1.00 0.62
N -3.100075 2.243587 -0.801718 -1.91 0.80 0.49
N -1.938345 4.014983 -1.616594 1.12 1.59 0.46
H -3.925432 2.778738 -1.016972 -0.05 -0.15 0.02
H -3.266988 1.296180 -0.509932 0.81 -0.06 0.14
H -2.698718 4.663601 -1.482899 -0.14 -0.15 0.03
H -1.033228 4.461760 -1.520008 -0.15 0.13 -0.32
C -0.739974 -2.300849 2.521745 -0.54 2.27 -0.48
O -0.344160 -1.640551 1.561362 0.23 -1.07 0.14
N -1.155369 -1.687500 3.686398 1.17 -0.74 -1.52
N -0.919112 -3.622916 2.556759 -0.06 -1.45 0.64
H -1.683632 -2.282469 4.289446 -0.25 0.86 0.80
H -0.917163 -0.709051 3.714712 -0.66 0.08 0.52
H -0.820449 -4.302205 1.825416 0.16 0.52 -0.35
H -1.086652 -3.985604 3.476813 -0.05 -0.46 -0.11
C 2.990225 -0.523679 2.252770 -0.90 -0.09 -0.93
O 2.142757 -0.484272 1.355235 -0.02 -0.14 -0.07
N 4.268545 -0.862275 1.958096 0.54 0.14 -0.03
N 2.734876 -0.302159 3.548871 -0.69 0.23 0.05
H 4.937956 -0.369596 2.531496 0.46 -0.31 -0.37
H 4.399831 -0.873649 0.956906 0.46 0.16 0.12
H 1.763147 -0.182871 3.786721 0.13 0.21 0.22
H 3.452665 -0.363608 4.245666 -0.15 -0.12 0.15
C 0.914518 -3.198983 -0.756078 -0.48 0.16 -1.27
O 0.801522 -1.977561 -0.803838 0.54 0.26 0.37
N 0.212189 -3.999497 -1.613895 -0.17 0.28 0.35
N 1.750357 -3.908747 0.011557 0.92 -0.78 1.41
H 0.480110 -4.963209 -1.676043 -0.07 -0.06 -0.34
H -0.215084 -3.559756 -2.411843 -0.13 -0.01 0.14
H 1.618118 -4.900479 0.100079 -0.03 -0.06 -0.29
H 2.394288 -3.566038 0.704235 -0.36 0.79 -0.15


No. 3
82
Properties=species:S:1:pos:R:3:forces:R:3 method="wB97M-V/def2-TZVPD" fmax_ha_per_bohr=0.069 energy_ha=-3289.58894 charge=+2
Y 1.419432 3.158790 3.903790 0.25 -0.55 0.21
Al -1.614658 7.868226 -3.532951 -0.09 -0.08 -0.15
S 0.111002 1.471513 -0.671723 -1.55 -0.35 -1.67
O 1.422217 1.425289 -0.060710 2.43 -0.35 1.42
O -0.659605 1.656340 0.570401 -0.45 -0.04 0.58
O -0.038448 2.646792 -1.492286 -0.39 0.34 -0.37
O -0.125249 0.226147 -1.384073 0.03 0.62 0.46
S 3.671750 8.501013 1.417643 1.68 -2.26 0.35
O 3.375105 7.177370 1.958629 0.56 0.26 -0.10
O 2.967233 8.640033 0.188163 -1.83 0.33 -2.29
O 3.227287 9.564672 2.258774 -0.43 1.87 1.29
O 5.099926 8.723172 1.164770 0.00 -0.24 0.77
C -7.707137 1.882715 4.440713 1.65 -0.39 0.22
C -6.863095 1.143636 3.421871 -2.45 -1.44 -1.71
O -6.528480 1.961237 2.350622 1.73 1.59 -0.73
O -6.757515 2.518327 5.281969 0.69 0.32 1.22
H -8.236735 1.148439 5.047734 -0.29 0.22 0.06
H -8.370969 2.599918 3.957967 -0.08 -0.26 -0.08
H -7.502812 0.480012 2.840093 -0.61 -0.76 0.76
H -6.033266 0.497818 3.708951 0.04 0.43 0.90
H -5.649566 2.302172 2.531926 0.02 0.38 -0.22
H -6.652418 3.472012 5.249679 -0.69 -0.09 -0.42
C -4.327301 2.035918 -6.155603 -0.28 -0.67 0.58
C -5.666014 2.561006 -5.489849 1.29 0.12 -0.06
O -5.308276 3.259041 -4.307605 -0.03 1.10 0.17
O -3.243521 3.013274 -6.479514 -2.27 -0.73 0.42
H -4.613488 1.376882 -6.975276 0.11 0.55 -0.72
H -3.881278 1.314446 -5.471031 0.00 0.16 0.48
H -6.425490 1.850833 -5.162820 0.70 -1.21 -0.51
H -6.288974 3.130147 -6.179841 0.58 0.90 0.00
H -5.477927 2.715761 -3.534501 -0.07 -0.10 -0.20
H -2.613213 2.502056 -6.992320 0.04 -0.04 -0.11
C 7.473862 -2.332391 -4.076156 -0.87 -0.45 0.23
C 6.297567 -1.481444 -3.483479 2.23 -0.82 -0.69
O 6.241163 -0.223116 -4.105489 0.29 0.67 -0.21
O 7.117101 -2.834908 -5.345595 -0.02 0.15 -0.10
H 7.632946 -3.166352 -3.392581 -0.38 -0.31 -0.07
H 8.482480 -1.928730 -4.164838 -0.20 1.06 0.35
H 6.621014 -1.432415 -2.443725 -0.91 0.29 0.49
H 5.376753 -2.004937 -3.740696 0.03 -0.43 0.73
H 5.497687 0.270391 -3.751528 -0.02 -0.01 -0.04
H 7.054028 -2.018947 -5.847425 -0.16 -0.14 -0.69
C -1.892047 -5.762358 -0.040840 -1.07 0.35 -1.52
C -3.007430 -5.905236 -1.160793 0.47 -0.57 0.97
O -3.370512 -4.647725 -1.763136 0.07 -0.61 0.87
O -0.681772 -5.287131 -0.512818 1.62 0.67 -1.02
H -1.545587 -6.674949 0.444177 -1.12 -0.18 0.22
H -2.297769 -4.982762 0.603925 -0.31 -0.43 0.75
H -3.828612 -6.350501 -0.599096 -0.59 0.60 -0.09
H -2.857159 -6.633102 -1.958112 0.81 0.01 0.00
H -2.574028 -4.115200 -1.823346 -0.01 0.07 -0.21
H -0.807648 -4.475138 -1.009228 0.14 0.10 0.02
C 1.279055 -5.437807 -6.917935 -0.93 0.78 3.33
C 0.269601 -6.208130 -7.728019 0.90 1.26 -1.08
O 0.648654 -6.099255 -9.091430 -0.16 -0.58 -0.61
O 0.943727 -4.002749 -6.778458 0.29 -0.79 -1.25
H 2.347357 -5.561775 -7.095290 -0.17 0.05 -0.94
H 1.175350 -5.865272 -5.920627 0.06 0.00 0.40
H -0.704802 -5.729356 -7.630964 -0.16 -0.14 0.47
H 0.224304 -7.253297 -7.421961 0.09 0.00 -0.17
H 1.187688 -5.308292 -9.165115 -0.07 0.03 -0.21
H 0.845861 -3.702854 -5.871764 0.15 -0.60 0.04
C 4.759507 4.078216 7.936329 2.06 -0.33 -1.59
C 5.750846 3.251631 6.966533 1.09 1.48 1.18
O 5.395438 3.104150 5.610111 -2.26 -0.60 -0.83
O 3.519459 3.502107 7.749141 -1.96 -0.31 -0.13
H 4.676032 5.144880 7.728129 0.53 0.22 -0.36
H 4.953410 3.983189 9.004732 1.15 -0.16 -0.11
H 5.914960 2.298577 7.469391 -0.33 -0.26 -0.50
H 6.734421 3.670138 6.753160 0.31 0.52 1.85
H 5.825626 3.781001 5.082457 0.08 -0.01 0.23
H 3.061631 3.914555 8.485263 -1.06 -0.49 -0.09
C 0.008076 -1.875534 5.991945 -2.24 0.87 -0.02
C -1.001805 -1.042728 6.881908 1.34 0.09 -0.56
O -1.200467 0.277985 6.353675 0.00 0.05 -0.88
O 1.113205 -1.109784 5.552281 0.28 -0.06 0.62
H -0.555978 -2.174680 5.108500 -0.27 0.13 -0.27
H 0.157727 -2.836140 6.484845 0.90 0.20 0.45
H -0.645729 -0.814749 7.886582 0.20 -0.86 0.14
H -1.902976 -1.655764 6.894729 -0.16 0.24 0.19
H -2.124598 0.537661 6.365433 -0.10 -0.30 0.14
H 1.703866 -1.703976 5.083609 0.14 -0.06 -0.01